No. 1
C21H54AsBrN2OPtSi as an isolated structure, computed with ωB97M-V with the def2-TZVPD basis set.

The geometry in XYZ format:
```
82
Properties=species:S:1:pos:R:3:mulliken_charge:R:1
Pt 0.048 0.488 -0.068 0.820
C -1.053 -0.328 2.498 -0.852
N 0.143 0.399 1.987 0.008
C 0.210 1.724 2.654 -0.996
C 1.363 -0.393 2.347 -0.752
C 2.495 -0.016 1.435 -0.910
N 2.090 -0.260 0.029 0.235
C 2.982 0.523 -0.859 -0.771
C 2.219 -1.696 -0.313 -0.848
H -0.967 -0.438 3.581 0.442
H -1.103 -1.306 2.028 0.291
H -1.946 0.246 2.265 0.231
H 0.356 1.578 3.726 0.425
H -0.724 2.245 2.493 0.237
H 1.033 2.307 2.249 0.304
H 1.116 -1.450 2.254 0.439
H 1.607 -0.199 3.393 0.471
H 3.399 -0.583 1.674 0.450
H 2.734 1.043 1.535 0.402
H 4.019 0.224 -0.685 0.435
H 2.871 1.584 -0.646 0.314
H 2.726 0.330 -1.895 -0.022
H 3.253 -2.021 -0.170 0.446
H 1.944 -1.830 -1.357 0.059
H 1.555 -2.298 0.302 0.286
C 1.950 2.064 -4.681 -1.510
C 1.679 0.758 -5.446 2.701
C 1.746 1.048 -6.961 -1.647
C 2.809 -0.225 -5.103 -1.917
Si -0.027 0.013 -5.071 -2.710
Br -0.015 -0.007 -2.576 0.172
C -0.226 -1.872 -5.304 2.524
C 0.691 -2.740 -4.425 -1.335
C 0.110 -2.185 -6.777 -1.710
C -1.666 -2.321 -5.006 -1.950
C -1.533 1.074 -5.559 2.941
C -2.737 0.858 -4.628 -1.483
C -1.935 0.692 -7.001 -1.845
C -1.236 2.581 -5.556 -1.873
H 2.976 2.377 -4.887 0.567
H 1.855 1.940 -3.600 0.107
H 1.299 2.880 -4.985 0.357
H 2.732 1.462 -7.189 0.549
H 1.007 1.778 -7.288 0.324
H 1.626 0.150 -7.567 0.331
H 3.768 0.270 -5.280 0.629
H 2.790 -1.115 -5.731 0.412
H 2.787 -0.541 -4.058 0.138
H 1.750 -2.544 -4.570 0.287
H 0.516 -3.787 -4.686 0.602
H 0.465 -2.630 -3.363 -0.030
H 1.164 -2.018 -7.001 0.365
H -0.487 -1.616 -7.489 0.314
H -0.093 -3.244 -6.956 0.548
H -1.954 -2.105 -3.974 0.229
H -1.726 -3.404 -5.143 0.609
H -2.405 -1.874 -5.667 0.339
H -3.000 -0.188 -4.483 0.350
H -3.607 1.360 -5.061 0.568
H -2.552 1.303 -3.650 -0.091
H -2.312 -0.325 -7.087 0.331
H -1.114 0.814 -7.710 0.379
H -2.736 1.364 -7.318 0.578
H -0.942 2.949 -4.573 0.102
H -2.149 3.109 -5.842 0.587
H -0.466 2.868 -6.270 0.419
O -0.976 -2.330 -0.262 -0.499
H -1.933 -2.408 -0.163 0.285
H -0.802 -2.667 -1.149 0.212
C -2.529 3.133 0.995 -1.329
As -1.798 2.032 -0.418 0.509
C -3.408 1.212 -1.106 -1.032
C -1.252 3.363 -1.706 -0.546
H -3.253 3.807 0.537 0.460
H -1.758 3.726 1.481 0.448
H -3.044 2.514 1.728 0.423
H -4.074 1.974 -1.508 0.453
H -3.906 0.698 -0.285 0.446
H -3.160 0.494 -1.885 0.143
H -2.144 3.777 -2.176 0.448
H -0.604 2.917 -2.454 -0.385
H -0.716 4.154 -1.184 0.562
```

## Properties
Net charge   +2
Energy relative to the best compared isomer or geometry (same formula, charge and spin)   0.000 eV
E_tot   -6235.446213 Ha
Maximum force   1.00 eV Å⁻¹


No. 2
A 2-piece molecular cluster, C3H9N2O overall, computed with ωB97M-V with the def2-TZVPD basis set.

The geometry in XYZ format:
```
15
Properties=species:S:1:pos:R:3:mulliken_charge:R:1
N 2.085 -1.523 0.486 -0.679
C 1.348 -0.385 1.086 -0.504
O -0.014 -0.613 1.085 -0.833
H 2.644 -1.962 1.220 0.266
H 1.377 -2.185 0.146 0.231
H 1.791 -0.262 2.120 0.281
H 1.635 0.466 0.451 0.165
C -0.711 0.134 -1.598 -0.377
C -1.699 1.511 0.019 -0.205
N -1.492 1.329 -1.251 -0.521
H -0.257 0.304 -2.586 0.318
H -1.425 -0.681 -1.794 0.262
H 0.095 -0.260 -0.971 0.058
H -2.049 2.540 0.283 0.249
H -1.472 0.739 0.767 0.291
```

## Properties
Net charge   -1
Energy relative to the best compared isomer or geometry (same formula, charge and spin)   1.839 eV
E_tot   -304.398365 Ha
Maximum force   2.53 eV Å⁻¹


No. 3
C5H7NO as an isolated structure, computed with ωB97M-V with the def2-TZVPD basis set.

The geometry in XYZ format:
```
14
Properties=species:S:1:pos:R:3:mulliken_charge:R:1
O 1.633 0.252 0.645 -0.480
C 1.056 1.342 0.164 -0.365
C 0.232 0.835 -0.943 0.125
C 0.699 -0.586 -0.621 -0.134
C -0.409 -1.282 0.095 -0.574
C -1.148 -0.073 0.742 -0.463
N -0.830 1.067 -0.068 -0.630
H 1.377 2.327 0.485 0.404
H 0.153 1.241 -1.947 0.461
H 1.382 -1.149 -1.261 0.445
H -0.040 -2.046 0.791 0.337
H -1.077 -1.781 -0.622 0.291
H -0.806 0.049 1.771 0.240
H -2.222 -0.194 0.770 0.344
```

## Properties
Net charge   0
Energy relative to the best compared isomer or geometry (same formula, charge and spin)   4.292 eV
E_tot   -324.566725 Ha
Maximum force   2.81 eV Å⁻¹


No. 4
One molecule with the formula C2H3NO2S, computed with ωB97M-V with the def2-TZVPD basis set.

The geometry in XYZ format:
```
9
Properties=species:S:1:pos:R:3:mulliken_charge:R:1
C 0.514 -0.108 -0.254 0.233
C -0.614 0.448 0.592 0.707
H -1.050 -0.855 -1.240 0.301
H 0.665 -1.330 -1.878 0.268
H 0.612 1.250 1.791 0.289
N -0.018 -0.742 -1.300 -0.353
O -0.366 1.149 1.659 -0.399
O -1.769 0.026 0.385 -0.612
S 2.026 0.163 0.245 -0.434
```

## Properties
Net charge   0
Energy relative to the best compared isomer or geometry (same formula, charge and spin)   0.307 eV
E_tot   -681.448041 Ha
SMILES   NC(=S)C(=O)O
Maximum force   4.10 eV Å⁻¹


No. 5
C36H50CrN5P2Si2 as an isolated structure, computed with ωB97M-V with the def2-TZVPD basis set.

The geometry in XYZ format:
```
96
Properties=species:S:1:pos:R:3:lowdin_spin:R:1
Cr 0.097 -1.208 -0.170 2.873
C 3.483 -2.841 -1.701 0.000
Si 3.489 -1.542 -0.301 0.006
C 3.473 -2.341 1.438 0.001
C 5.120 -0.565 -0.485 0.000
N 2.013 -0.641 -0.433 0.018
P 1.570 0.931 -0.315 0.000
C -0.033 1.156 0.268 -0.015
P -1.432 0.780 -0.657 0.004
N -1.875 -0.777 -0.432 0.037
Si -3.108 -1.685 -1.248 0.008
C -4.451 -0.576 -2.041 -0.001
C -2.421 -2.770 -2.664 0.001
C -3.799 -2.846 0.107 0.001
C -2.686 1.853 0.103 0.001
C -3.717 1.320 0.860 0.001
C -4.575 2.161 1.547 0.000
C -4.393 3.533 1.487 0.000
C -3.350 4.068 0.746 0.000
C -2.490 3.230 0.065 -0.001
C -1.541 1.110 -2.449 0.000
C -0.803 0.269 -3.274 0.000
C -0.906 0.375 -4.648 0.000
C -1.752 1.323 -5.204 0.000
C -2.470 2.178 -4.386 0.000
C -2.361 2.079 -3.010 0.000
C 2.556 1.743 0.983 0.001
C 1.994 1.825 2.251 0.001
C 2.706 2.351 3.311 0.000
C 3.990 2.833 3.101 -0.001
C 4.544 2.782 1.833 0.000
C 3.843 2.222 0.779 0.000
C 2.140 1.748 -1.843 0.000
C 2.245 3.134 -1.898 -0.001
C 2.735 3.738 -3.041 0.000
C 3.085 2.964 -4.137 0.000
C 2.943 1.587 -4.096 0.000
C 2.475 0.976 -2.949 0.000
H 4.208 -3.620 -1.488 0.000
H 3.753 -2.403 -2.658 0.000
H 2.511 -3.314 -1.801 0.000
H 4.359 -2.946 1.590 0.000
H 2.604 -2.981 1.556 0.000
H 3.457 -1.586 2.221 0.000
H 5.927 -1.267 -0.673 0.000
H 5.364 -0.016 0.419 0.000
H 5.091 0.135 -1.314 0.000
H -4.136 -0.249 -3.030 0.000
H -4.661 0.311 -1.452 0.000
H -5.380 -1.125 -2.161 0.000
H -2.224 -2.199 -3.568 0.000
H -3.146 -3.537 -2.919 0.000
H -1.504 -3.271 -2.368 0.000
H -4.057 -2.326 1.023 0.000
H -3.057 -3.602 0.341 0.000
H -4.687 -3.356 -0.245 0.000
H -3.835 0.244 0.896 0.001
H -5.382 1.754 2.140 0.000
H -5.050 4.189 2.039 0.000
H -3.206 5.139 0.717 0.000
H -1.654 3.623 -0.501 -0.001
H -0.160 -0.492 -2.820 0.000
H -0.346 -0.293 -5.288 0.000
H -1.858 1.388 -6.278 0.000
H -3.136 2.913 -4.816 0.000
H -2.929 2.742 -2.373 0.000
H 0.972 1.495 2.377 0.001
H 2.258 2.402 4.293 0.000
H 4.547 3.266 3.919 0.000
H 5.528 3.188 1.651 0.000
H 4.294 2.164 -0.201 0.000
H 1.963 3.720 -1.033 0.000
H 2.859 4.812 -3.077 0.000
H 3.477 3.438 -5.024 0.000
H 3.213 0.991 -4.958 0.000
H 2.393 -0.102 -2.884 0.000
N 0.258 -4.282 -0.380 0.094
C 0.209 -3.141 -0.217 -0.006
C -1.592 -3.644 4.409 0.000
C -0.928 -2.317 4.042 -0.001
C 0.387 -2.175 4.817 0.000
C -1.885 -1.157 4.360 0.000
N -0.608 -2.433 2.614 -0.001
N -0.017 -1.288 2.024 -0.029
H -1.825 -3.680 5.469 0.000
H -0.915 -4.456 4.163 0.000
H -2.508 -3.775 3.837 0.000
H 0.202 -2.263 5.884 0.000
H 0.869 -1.215 4.642 0.000
H 1.059 -2.973 4.509 0.000
H -2.170 -1.193 5.406 0.000
H -2.785 -1.234 3.754 0.000
H -1.432 -0.183 4.183 0.000
H -1.441 -2.668 2.077 0.000
H 0.932 -1.208 2.399 0.001
H -0.527 -0.420 2.263 0.002
```

## Properties
Net charge   0
Energy relative to the best compared isomer or geometry (same formula, charge and spin)   0.067 eV
Multiplicity   4
E_tot   -3981.852854 Ha
Maximum force   3.20 eV Å⁻¹